Record 1
Formula: C29H91N23O14
Source: the Open Molecules 2025 dataset
Level of theory: the ωB97M-V functional and the def2-TZVPD basis

```
157
C29H91N23O14, DFT the ωB97M-V functional and the def2-TZVPD basis
C -2.794 3.503 -0.497
O -3.632 2.688 -0.795
N -2.624 4.554 -1.252
N -2.084 3.564 0.573
H -2.100 5.392 -1.044
H -3.359 4.426 -1.933
H -2.235 2.864 1.285
H -1.434 4.312 0.770
C 1.801 -3.938 -0.565
O 2.483 -2.966 -0.398
N 2.111 -5.088 -0.080
N 0.547 -3.846 -0.997
H 1.420 -5.817 0.030
H 3.086 -5.278 0.103
H 0.194 -2.942 -1.276
H -0.111 -4.606 -0.901
C 1.978 1.700 -5.643
O 1.426 2.700 -6.134
N 2.086 1.435 -4.397
N 2.454 0.703 -6.296
H 2.860 0.797 -4.274
H 1.775 2.106 -3.709
H 2.881 0.013 -5.695
H 1.979 0.497 -7.164
C 2.741 -3.473 -5.669
O 3.860 -3.663 -5.329
N 1.896 -3.074 -4.810
N 2.254 -3.501 -6.812
H 1.114 -2.675 -5.310
H 2.235 -2.740 -3.919
H 1.283 -3.246 -6.922
H 2.793 -3.642 -7.654
C -1.205 -1.271 -6.537
O -0.291 -2.013 -6.387
N -2.381 -1.637 -6.984
N -1.149 0.007 -6.184
H -3.127 -0.968 -6.861
H -2.522 -2.623 -7.150
H -1.932 0.275 -5.606
H -0.239 0.287 -5.846
C 3.723 0.150 1.447
O 3.696 0.355 2.637
N 4.598 0.390 0.545
N 2.709 -0.626 0.956
H 5.461 0.816 0.852
H 4.444 0.147 -0.423
H 1.864 -0.836 1.467
H 2.670 -1.091 0.061
C -0.921 -2.735 5.674
O -0.030 -3.489 5.442
N -1.848 -2.390 4.851
N -0.973 -2.006 6.722
H -1.742 -2.949 4.017
H -2.627 -1.774 5.037
H -1.820 -1.534 7.006
H -0.164 -2.133 7.313
C -2.016 3.787 -5.633
O -3.047 4.417 -5.813
N -1.770 2.839 -4.729
N -0.896 4.102 -6.205
H -0.798 2.723 -4.479
H -2.469 2.414 -4.135
H -0.131 3.471 -6.008
H -0.878 4.899 -6.825
C 2.381 0.008 6.130
O 3.523 0.191 6.486
N 2.043 -0.470 4.980
N 1.376 0.093 6.911
H 2.839 -0.600 4.371
H 1.305 -1.145 5.124
H 0.479 -0.167 6.526
H 1.492 0.505 7.826
C 1.304 3.024 4.275
C 1.323 3.913 3.111
C 2.758 4.320 2.888
O 3.083 4.706 1.592
C 4.426 5.202 1.405
N 0.767 3.238 1.953
H 1.917 2.146 4.068
H 0.357 2.510 4.439
H 1.594 3.421 5.248
H 0.651 4.771 3.139
H 3.448 3.517 3.148
H 2.863 5.113 3.628
H 5.145 4.471 1.774
H 4.443 6.180 1.887
H 4.659 5.366 0.352
H 0.386 3.966 1.365
H 1.551 2.962 1.379
C 0.781 -7.572 2.076
C 0.100 -6.213 2.501
C -1.332 -5.918 1.904
O -1.505 -6.168 0.453
C -2.874 -5.995 -0.050
N 0.066 -6.102 3.955
H 0.674 -7.679 0.997
H 0.394 -8.474 2.551
H 1.853 -7.671 2.251
H 0.761 -5.426 2.137
H -1.739 -4.976 2.272
H -2.029 -6.652 2.308
H -3.035 -4.919 -0.127
H -3.682 -6.372 0.578
H -3.297 -6.258 -1.019
H 0.989 -6.123 4.364
H -0.161 -5.270 4.481
C 4.922 5.623 -3.470
C 3.682 4.708 -3.630
C 2.882 4.359 -2.349
O 1.782 3.546 -2.602
C 1.200 3.005 -1.390
N 2.799 5.154 -4.639
H 5.715 5.325 -2.784
H 4.628 6.529 -2.941
H 5.336 5.777 -4.466
H 3.870 3.666 -3.888
H 2.560 5.304 -1.910
H 3.603 3.927 -1.654
H 1.760 2.112 -1.111
H 0.169 2.728 -1.610
H 1.098 3.647 -0.516
H 2.103 4.457 -4.861
H 3.389 5.284 -5.449
C -6.300 -2.187 3.191
C -6.085 -0.651 3.286
C -4.790 -0.249 4.104
O -4.734 1.182 4.240
C -5.647 1.761 5.152
N -5.977 -0.031 1.926
H -5.371 -2.574 2.774
H -7.197 -2.474 2.642
H -6.264 -2.655 4.175
H -6.944 -0.257 3.828
H -3.829 -0.368 3.602
H -4.644 -0.624 5.117
H -5.370 1.716 6.206
H -6.676 1.402 5.114
H -5.797 2.791 4.829
H -5.236 -0.608 1.553
H -5.639 0.918 1.995
C -2.057 -2.079 1.101
C -0.853 -1.118 0.964
C -1.102 -0.305 -0.366
O -0.710 -1.034 -1.580
C -0.438 -0.205 -2.752
N -0.920 -0.231 2.097
H -3.042 -1.678 0.862
H -2.276 -2.557 2.055
H -1.947 -2.946 0.450
H 0.031 -1.749 0.877
H -0.661 0.683 -0.238
H -2.100 0.049 -0.627
H -0.208 -0.983 -3.480
H 0.426 0.426 -2.544
H -1.307 0.383 -3.047
H -0.484 -0.739 2.853
H -0.497 0.627 1.772
```

## Properties
E: -94484.4415 eV
Kohn-Sham gap: 8.99 eV
Energy above the lowest of the compared OMol25 structures with the same formula, charge and spin: 905.0 kJ/mol
Molar mass: 986.2 g/mol
LUMO energy: 0.04 eV

Record 2
Formula: C2AuF3NO4S2
Source: the Open Molecules 2025 dataset
Level of theory: the ωB97M-V functional and the def2-TZVPD basis

```
13
C2AuF3NO4S2, DFT the ωB97M-V functional and the def2-TZVPD basis
Au 1.336 1.279 -0.412
N 1.942 -0.458 0.416
S 3.591 -0.164 -0.017
O 3.317 1.367 -0.515
S -0.872 0.379 0.761
O -0.394 1.698 0.145
O -0.254 -0.846 -0.058
C -2.548 0.278 -0.079
F -3.356 1.106 0.562
F -2.470 0.625 -1.346
F -3.008 -0.953 0.012
O 1.426 -2.741 0.174
C 1.290 -1.569 0.356
```

## Properties
<S²>: 2.01
E: -45255.1715 eV
Kohn-Sham gap (alpha / beta): 9.80 / 7.48 eV
Net charge: +1
Energy above the lowest of the compared OMol25 structures with the same formula, charge and spin: 0.0 kJ/mol
Molar mass: 420.1 g/mol
2S+1: 3
LUMO energy (alpha / beta): -5.14 / -7.67 eV

> Among the records above, which one has the lowest molar mass?

C2AuF3NO4S2

> What is the molar mass in the first record?

986.2 g/mol

What did the second record say?
Formula: C2AuF3NO4S2
Source: the Open Molecules 2025 dataset
Level of theory: the ωB97M-V functional and the def2-TZVPD basis

```
13
C2AuF3NO4S2, DFT the ωB97M-V functional and the def2-TZVPD basis
Au 1.336 1.279 -0.412
N 1.942 -0.458 0.416
S 3.591 -0.164 -0.017
O 3.317 1.367 -0.515
S -0.872 0.379 0.761
O -0.394 1.698 0.145
O -0.254 -0.846 -0.058
C -2.548 0.278 -0.079
F -3.356 1.106 0.562
F -2.470 0.625 -1.346
F -3.008 -0.953 0.012
O 1.426 -2.741 0.174
C 1.290 -1.569 0.356
```

## Properties
<S²>: 2.01
E: -45255.1715 eV
Kohn-Sham gap (alpha / beta): 9.80 / 7.48 eV
Net charge: +1
Energy above the lowest of the compared OMol25 structures with the same formula, charge and spin: 0.0 kJ/mol
Molar mass: 420.1 g/mol
2S+1: 3
LUMO energy (alpha / beta): -5.14 / -7.67 eV